# 1
Formula: C22H44AlN8O4PSi2
Source: the Open Molecules 2025 dataset
Level of theory: wB97M-V/def2-TZVPD

The geometry in ORCA input format:
```
! wB97M-V def2-TZVPD RIJCOSX def2/J DEFGRID3
* xyz 2 1
Al -0.12 -0.27 0.84
N -0.22 -1.54 2.64
N -1.01 -0.76 3.52
C -0.76 0.62 3.45
N -1.15 1.46 4.32
N -0.07 0.94 2.31
N 0.11 2.31 2.01
O -1.16 2.85 1.64
O 0.60 3.05 3.07
H -0.73 -2.40 2.45
H 0.67 -1.78 3.06
H -1.08 -1.14 4.45
H -1.64 1.04 5.11
H -0.05 2.90 3.81
C -0.34 -3.21 -2.13
Si 0.64 -1.65 -1.82
C -0.15 -0.20 -2.68
C 2.42 -1.95 -2.24
C 3.11 -1.95 -3.45
C 4.43 -2.37 -3.47
C 5.06 -2.79 -2.29
C 4.38 -2.79 -1.09
C 3.05 -2.37 -1.06
Si 1.90 -2.20 0.40
C 2.85 -1.13 1.64
C 1.47 -3.84 1.20
H -0.28 -3.36 -3.21
H -1.39 -3.15 -1.87
H 0.11 -4.08 -1.66
H -0.58 -0.58 -3.62
H 0.60 0.55 -2.92
H -0.95 0.26 -2.11
H 2.64 -1.62 -4.36
H 4.98 -2.37 -4.40
H 6.09 -3.11 -2.33
H 4.89 -3.12 -0.19
H 3.61 -1.81 2.05
H 2.33 -0.67 2.47
H 3.38 -0.36 1.08
H 2.37 -4.46 1.15
H 0.68 -4.39 0.68
H 1.20 -3.79 2.26
C -4.27 3.28 -0.91
N -4.14 1.79 -0.92
C -3.76 1.29 -2.27
C -3.17 1.34 0.16
C -3.17 -0.16 0.31
C -4.41 -0.80 0.41
C -4.52 -2.17 0.49
C -3.35 -2.93 0.49
C -2.13 -2.28 0.45
C -1.98 -0.89 0.39
H -5.00 3.58 -1.65
H -3.30 3.70 -1.14
H -4.59 3.60 0.08
H -5.05 1.40 -0.69
H -2.79 1.72 -2.52
H -4.51 1.62 -2.98
H -3.70 0.21 -2.24
H -3.47 1.85 1.07
H -2.20 1.72 -0.14
H -5.33 -0.22 0.44
H -5.48 -2.65 0.56
H -3.40 -4.01 0.53
H -1.24 -2.91 0.46
N 4.31 2.15 0.87
C 2.92 2.33 1.32
P 1.80 2.10 -0.12
O 2.85 1.83 -1.27
O 0.81 0.93 -0.19
C 1.06 3.70 -0.56
N -0.31 3.61 -1.08
H 3.75 1.83 -0.85
H 4.79 1.43 1.39
H 4.84 3.00 0.97
H 2.73 3.32 1.73
H 2.64 1.63 2.10
H 1.77 4.17 -1.25
H 1.04 4.30 0.35
H -0.99 3.19 0.75
H -0.32 3.08 -1.95
H -0.62 4.55 -1.31
*
```

Results
- lowest unoccupied orbital energy (eV) = -4.76
- orbital gap (eV) = 9.02
- energy above the lowest of the compared OMol25 structures with the same formula, charge and spin (kcal/mol) = 0.0
- E_tot (Ha) = -2766.066595

Mulliken atomic charge list, values in e, 5 entries: atom 1 (Al): -1.0538, atom 2 (N): -0.4460, atom 3 (N): -0.5272, atom 4 (C): 0.8565, atom 5 (N): -0.8367

# 2
Formula: C22H44B2Cl2NO10
Source: the Open Molecules 2025 dataset
Level of theory: wB97M-V/def2-TZVPD

The geometry in ORCA input format:
```
! wB97M-V def2-TZVPD RIJCOSX def2/J DEFGRID3
* xyz -1 1
C 10.57 -2.77 0.13
C 10.07 -1.24 -0.09
O 8.72 -1.03 0.40
C 8.54 0.36 0.83
C 6.94 0.62 0.85
O 6.40 0.64 2.19
C 4.99 0.98 2.18
C 4.04 -0.25 1.78
O 2.66 0.17 1.52
C 2.19 -0.71 0.48
C 0.61 -0.86 0.38
O -0.22 0.31 0.35
B -1.56 -0.29 0.05
C -2.84 0.72 0.11
Cl -2.47 2.32 -0.80
C -4.21 0.13 -0.49
C -4.70 0.82 -1.87
Cl -4.22 -1.68 -0.78
O -1.55 -1.43 1.02
C -0.19 -1.83 1.40
C -0.09 -3.42 1.24
C 0.50 -3.92 -0.17
C 0.31 -5.49 -0.44
C 1.73 -6.24 -0.65
O 2.74 -5.66 -1.09
O 1.84 -7.62 -0.27
B -0.20 -1.51 2.99
N -1.28 -2.07 3.89
O 0.78 -0.66 3.67
H 11.56 -2.87 -0.41
H 10.75 -2.89 1.26
H 9.79 -3.52 -0.24
H 10.07 -1.04 -1.22
H 10.77 -0.52 0.47
H 9.06 1.00 0.04
H 8.99 0.48 1.87
H 6.49 -0.18 0.18
H 6.78 1.63 0.31
H 4.77 1.84 1.46
H 4.73 1.30 3.24
H 4.46 -0.65 0.78
H 4.10 -1.06 2.60
H 2.61 -0.28 -0.52
H 2.62 -1.78 0.58
H 0.48 -1.26 -0.71
H -1.58 -0.75 -1.06
H -2.97 1.05 1.21
H -5.03 0.36 0.29
H -5.06 1.89 -1.74
H -3.93 0.69 -2.70
H -5.62 0.21 -2.20
H -1.13 -3.88 1.41
H 0.61 -3.82 2.06
H 0.00 -3.36 -1.03
H 1.60 -3.58 -0.19
H -0.23 -5.60 -1.44
H -0.33 -6.03 0.34
H 1.06 -7.78 0.31
H -2.18 -2.14 3.39
H -1.00 -2.97 4.30
H 0.92 -1.06 4.56
C -6.73 4.20 -3.35
C -6.36 3.11 -4.32
O -5.59 2.23 -4.00
C -6.97 3.16 -5.70
H -6.22 4.03 -2.40
H -6.43 5.17 -3.75
H -7.81 4.19 -3.17
H -6.68 4.08 -6.20
H -8.06 3.10 -5.62
H -6.61 2.31 -6.28
C -7.80 5.26 1.32
C -6.60 4.72 0.59
O -6.65 3.64 0.02
C -5.35 5.55 0.59
H -8.63 4.55 1.23
H -7.57 5.39 2.38
H -8.11 6.21 0.88
H -5.00 5.69 1.62
H -5.55 6.52 0.12
H -4.57 5.03 0.03
*
```

Results
- lowest unoccupied orbital energy (eV) = 2.30
- orbital gap (eV) = 6.74
- E_tot (Ha) = -2641.917083

Mulliken atomic charge list, values in e, 5 entries: atom 1 (C): -0.9835, atom 2 (C): -0.3133, atom 3 (O): -0.3123, atom 4 (C): -0.5197, atom 5 (C): -0.2048